No. 1
78
Properties=species:S:1:pos:R:3 method="wB97M-V/def2-TZVPD" gap_ev=1.97 homo_energy_ev=-12.3 lumo_energy_ev=-10.3 charge=+1
C -0.849 2.688 -0.804
C 0.408 1.586 -0.717
O 0.094 0.338 -1.057
O 1.675 2.106 -0.220
C 2.855 1.389 -0.688
C 3.845 1.238 0.654
C 5.389 0.832 0.286
C 5.581 -0.756 -0.084
C 4.646 -1.785 0.794
C 5.036 -3.373 0.585
C 4.813 -3.935 -0.939
C 3.559 -3.178 -1.747
O 2.924 -4.160 -2.644
C 2.342 -3.530 -3.839
O 1.027 -3.791 -4.082
O 3.196 -2.721 -4.722
C 2.426 -1.752 -5.516
F 1.484 -0.910 -4.733
F 1.718 -2.443 -6.654
C 3.539 -0.708 -6.184
F 4.379 -1.416 -7.195
F 2.818 0.370 -6.938
C 4.587 -0.083 -5.067
F 5.715 -1.024 -4.736
F 5.242 1.093 -5.753
F 3.929 0.467 -3.857
H -1.761 2.135 -0.269
H -0.554 3.584 -0.086
H -1.091 3.018 -1.901
H 2.689 0.306 -1.089
H 3.515 1.960 -1.483
H 3.341 0.581 1.489
H 3.891 2.342 1.106
H 5.695 1.462 -0.675
H 6.051 1.170 1.215
H 6.705 -1.034 0.165
H 5.379 -0.858 -1.246
H 4.874 -1.542 1.940
H 3.479 -1.572 0.670
H 4.372 -4.007 1.315
H 6.162 -3.484 0.945
H 5.837 -3.841 -1.503
H 4.586 -5.091 -0.849
H 2.757 -2.876 -0.947
H 4.034 -2.253 -2.288
Be -2.766 3.638 0.759
C -4.606 1.744 3.555
C -3.196 1.300 3.908
O -2.605 2.067 4.953
C -3.276 2.051 6.212
C -3.394 0.663 6.817
H -4.616 2.802 3.272
H -4.993 1.153 2.719
H -5.295 1.624 4.395
H -2.559 1.426 3.028
H -3.169 0.235 4.158
H -4.256 2.529 6.122
H -2.688 2.680 6.886
H -3.989 -0.006 6.192
H -3.872 0.717 7.800
H -2.403 0.210 6.933
Cl -3.763 -2.613 -1.363
C -2.404 -3.595 -1.963
C -2.865 -4.719 -2.876
Cl -3.769 -5.976 -1.992
H -1.854 -3.979 -1.097
H -1.743 -2.918 -2.512
H -1.999 -5.212 -3.327
H -3.504 -4.346 -3.683
B -8.355 5.757 2.634
O -7.082 5.309 2.057
C -7.208 4.002 1.790
O -6.325 3.317 1.299
C -8.520 3.552 2.166
O -8.951 2.416 2.052
O -9.223 4.576 2.671
F -8.948 6.789 1.798
F -8.143 6.265 3.981


No. 2
77
Properties=species:S:1:pos:R:3 method="wB97M-V/def2-TZVPD" gap_ev=6.71 homo_energy_ev=-8.1 smiles="C=CC1=C(CCCCCCCCCC)C(=O)C(CCCS(=O)(=O)O)=C(CP(=O)(O)O)C1=O.c1cc[nH]c1" lumo_energy_ev=-1.4
C 0.958 -3.342 3.365
C 0.579 -2.025 3.218
C -0.334 -1.695 2.106
C -0.033 -1.691 0.793
C 1.364 -2.021 0.340
C 1.705 -1.668 -1.119
C 2.386 -0.294 -1.274
C 3.890 -0.315 -0.970
C 4.294 0.036 0.474
C 3.750 1.362 1.003
C 4.430 2.591 0.388
C 3.600 3.871 0.576
C 3.205 4.158 2.046
C 1.672 4.267 2.212
C -1.146 -1.397 -0.147
O -1.252 -1.864 -1.263
C -2.232 -0.487 0.351
C -2.976 0.350 -0.643
C -2.626 1.855 -0.567
C -3.866 2.748 -0.724
S -3.904 3.643 -2.277
O -3.985 5.039 -1.965
O -2.873 3.213 -3.164
O -5.282 3.220 -2.961
C -2.518 -0.495 1.656
C -3.613 0.311 2.306
P -5.293 -0.160 1.820
O -5.969 0.874 1.007
O -5.194 -1.548 1.065
O -6.139 -0.398 3.162
C -1.719 -1.361 2.564
O -2.164 -1.760 3.612
H 0.602 -3.930 4.206
H 1.572 -3.804 2.596
H 0.908 -1.257 3.913
H 2.035 -1.439 0.977
H 1.607 -3.071 0.517
H 0.871 -1.761 -1.802
H 2.445 -2.397 -1.453
H 2.295 -0.047 -2.333
H 1.848 0.441 -0.674
H 4.322 -1.292 -1.195
H 4.389 0.406 -1.620
H 4.067 -0.764 1.182
H 5.386 0.125 0.481
H 3.971 1.387 2.073
H 2.662 1.444 0.932
H 5.376 2.757 0.907
H 4.613 2.444 -0.677
H 4.205 4.700 0.207
H 2.704 3.813 -0.044
H 3.576 3.400 2.730
H 3.618 5.132 2.303
H 1.445 4.984 3.002
H 1.206 4.655 1.308
H 1.259 3.291 2.463
H -2.702 -0.006 -1.637
H -4.049 0.186 -0.572
H -2.157 2.118 0.381
H -1.896 2.069 -1.344
H -3.943 3.503 0.052
H -4.776 2.150 -0.681
H -6.007 3.354 -2.333
H -3.493 1.382 2.156
H -3.569 0.103 3.376
H -6.078 -1.813 0.774
H -6.392 0.486 3.464
N 0.223 -4.042 -3.566
C 0.132 -4.477 -4.859
C 1.168 -5.347 -5.085
C 1.911 -5.442 -3.876
C 1.300 -4.626 -2.962
H -0.405 -3.391 -3.123
H -0.656 -4.133 -5.506
H 1.370 -5.857 -6.011
H 2.790 -6.039 -3.701
H 1.536 -4.412 -1.935


No. 3
13
Properties=species:S:1:pos:R:3 method="wB97M-V/def2-TZVPD" de_lowest_kj_mol=1151.8 gap_ev=4.99 homo_energy_ev=-11.3 lumo_energy_ev=-6.3 charge=+1
Na 1.971 -0.179 -0.516
Na 0.857 1.722 0.897
Na 0.846 -0.375 2.192
O 0.491 0.085 0.677
H 0.273 -0.048 -0.266
O -0.004 1.621 -1.884
H 0.529 1.158 -1.208
O -1.418 -0.143 0.484
H -0.478 0.038 0.470
H -1.829 0.721 0.490
O -0.277 -1.601 -0.805
H 0.090 -1.017 -0.141
H -1.051 -1.980 -0.390


No. 4
16
Properties=species:S:1:pos:R:3 method="wB97M-V/def2-TZVPD" de_lowest_kj_mol=417.8 gap_ev="7.42 / 7.42" homo_energy_ev="-8.3 / -8.3" lumo_energy_ev="-0.9 / -0.9"
C -0.182 -0.667 -0.124
C -0.671 0.693 0.144
C -0.327 -1.635 1.091
C -0.834 1.565 -1.021
N 1.111 -0.794 -0.685
N 2.034 -0.137 -0.140
S 3.637 -0.317 -0.395
S 1.535 1.105 1.055
H -0.994 -1.026 -0.842
H -1.147 0.927 1.121
H -1.332 -1.366 1.545
H 0.433 -1.368 1.717
H -0.215 -2.662 0.791
H -0.254 1.470 -1.832
H -0.919 2.648 -0.874
H -1.875 1.562 -1.550


No. 5
75
Properties=species:S:1:pos:R:3 method="wB97M-V/def2-TZVPD" gap_ev=7.55 homo_energy_ev=-12.5 lumo_energy_ev=-4.9 charge=+1
C 0.226 0.220 2.138
C -0.444 -1.070 1.519
C -0.523 -1.020 -0.071
C -1.387 -2.211 -0.504
C -0.872 -3.600 -0.488
C -1.858 -4.567 -0.886
N -3.122 -4.356 -1.291
P -4.154 -5.768 -1.752
C -4.668 -5.618 -3.530
O -5.576 -5.551 -0.868
N -3.613 -3.121 -1.333
C -2.797 -2.158 -0.947
C -3.446 -0.725 -0.978
C -3.208 0.005 -2.342
C -1.828 0.556 -2.808
N -4.189 0.214 -3.132
H 1.117 -0.125 2.721
H -0.474 0.668 2.890
H 0.480 0.994 1.379
H -1.498 -1.142 1.901
H 0.081 -2.002 1.850
H -0.926 -0.046 -0.426
H 0.507 -1.117 -0.497
H 0.157 -3.845 -0.161
H -1.533 -5.634 -0.869
H -3.732 -5.480 -4.131
H -5.138 -6.594 -3.819
H -5.420 -4.815 -3.702
H -5.375 -5.041 -0.061
H -2.992 -0.109 -0.166
H -4.544 -0.838 -0.813
H -1.562 1.362 -2.068
H -1.975 1.101 -3.774
H -1.029 -0.217 -2.876
H -5.048 -0.161 -2.712
C -0.638 0.768 6.765
C 0.703 0.657 6.049
C 1.883 0.448 7.000
C 2.130 1.589 7.990
C 2.367 2.960 7.357
C 3.611 3.010 6.477
H -0.671 1.634 7.428
H -1.446 0.880 6.039
H -0.839 -0.127 7.358
H 0.864 1.545 5.430
H 0.660 -0.194 5.361
H 2.786 0.278 6.406
H 1.720 -0.474 7.569
H 2.996 1.327 8.607
H 1.284 1.662 8.680
H 2.479 3.695 8.160
H 1.493 3.270 6.776
H 4.504 2.745 7.047
H 3.753 4.019 6.082
H 3.532 2.333 5.624
C 1.725 1.783 -2.926
C 1.584 1.046 -4.253
C 2.891 0.964 -5.043
C 3.476 2.312 -5.473
C 2.550 3.182 -6.323
C 2.180 2.542 -7.656
H 2.016 2.825 -3.070
H 0.773 1.780 -2.390
H 2.472 1.302 -2.289
H 0.803 1.520 -4.855
H 1.240 0.026 -4.049
H 2.729 0.339 -5.925
H 3.639 0.441 -4.437
H 4.399 2.124 -6.030
H 3.774 2.880 -4.586
H 3.057 4.131 -6.523
H 1.640 3.430 -5.768
H 3.072 2.324 -8.247
H 1.550 3.219 -8.237
H 1.621 1.614 -7.519


No. 6
75
Properties=species:S:1:pos:R:3 method="wB97M-V/def2-TZVPD" gap_ev=5.71 homo_energy_ev=-3.1 lumo_energy_ev=2.6 charge=-1
C 2.717 -1.983 2.902
C 2.359 -1.092 1.746
O 0.921 -0.789 1.783
C 0.204 -1.219 0.728
C -1.271 -1.281 0.963
C -2.001 -0.378 1.712
O -1.789 0.876 1.309
C -3.117 -0.601 2.640
C -4.381 -1.140 1.929
C -4.452 -2.659 1.744
C -3.911 -3.188 0.402
C -2.431 -3.559 0.378
C -1.529 -2.769 1.316
O 0.726 -1.660 -0.297
H 3.750 -2.323 2.780
H 2.635 -1.456 3.859
H 2.093 -2.883 2.903
H 2.860 -0.122 1.777
H 2.577 -1.598 0.798
H -2.782 -1.277 3.438
H -3.369 0.367 3.103
H -5.240 -0.817 2.534
H -4.477 -0.639 0.957
H -3.969 -3.169 2.593
H -5.518 -2.926 1.776
H -4.487 -4.102 0.153
H -4.123 -2.478 -0.409
H -2.352 -4.621 0.654
H -2.049 -3.485 -0.650
H -0.568 -3.302 1.335
H -1.917 -2.812 2.350
C 3.490 5.304 3.244
C 2.614 4.276 3.621
C 2.177 3.349 2.676
C 2.568 3.442 1.321
C 1.944 2.544 0.335
C 0.696 2.007 0.563
C 0.081 1.096 -0.312
C -1.388 0.777 -0.073
C -2.243 -0.052 -1.014
C -1.818 -1.135 -1.774
C -2.734 -1.795 -2.603
C -4.032 -1.299 -2.759
C -4.435 -0.173 -2.041
C -3.558 0.428 -1.144
C 0.719 0.809 -1.533
C 2.003 1.220 -1.818
C 2.709 0.671 -2.985
C 2.334 -0.603 -3.472
C 2.896 -1.132 -4.632
C 3.871 -0.410 -5.329
C 4.281 0.844 -4.848
C 3.723 1.362 -3.678
C 2.687 2.161 -0.894
O 3.834 2.570 -1.120
C 3.495 4.451 0.970
C 3.934 5.383 1.914
H 3.826 6.036 3.980
H 2.263 4.188 4.648
H 1.518 2.529 2.972
H 0.152 2.309 1.459
H -1.753 1.783 -0.370
H -0.785 -1.472 -1.694
H -2.408 -2.696 -3.122
H -4.724 -1.779 -3.455
H -5.434 0.256 -2.155
H -3.872 1.314 -0.575
H 0.179 0.230 -2.273
H 1.605 -1.190 -2.907
H 2.564 -2.112 -4.980
H 4.314 -0.822 -6.239
H 5.037 1.424 -5.383
H 4.077 2.314 -3.283
H 3.870 4.506 -0.051
H 4.621 6.172 1.607